ORCA calculation (ωB97M-V/def2-TZVPD) on a molecular structure, C38H36GeN4Ta.

```
80
Properties=species:S:1:pos:R:3:forces:R:3
Ta -1.016 -0.254 0.751 -0.5 0.1 0.4
C -3.723 1.430 1.483 0.1 0.0 0.0
N -2.740 0.757 2.333 0.1 0.1 -0.1
C -2.058 1.695 3.229 0.0 0.0 0.0
C -0.642 1.257 3.512 -0.2 0.0 -0.2
C -0.116 1.264 4.785 0.0 0.1 0.0
C 1.190 0.837 4.989 0.0 0.0 0.0
C 1.931 0.416 3.902 0.0 0.0 -0.1
C 1.340 0.434 2.652 0.0 0.1 0.1
N 0.077 0.849 2.442 0.3 -0.2 0.2
C -3.310 -0.480 2.919 0.0 0.0 -0.1
C -2.745 -1.672 2.103 0.0 0.0 0.0
C -3.499 -2.943 2.356 -0.1 0.0 0.0
C -4.265 -3.506 1.421 0.0 0.0 0.1
C -4.347 -2.954 0.078 0.0 0.1 -0.1
C -3.544 -1.937 -0.262 -0.2 0.0 -0.1
N -2.712 -1.307 0.643 0.0 -0.2 0.1
C -3.036 2.234 0.418 0.0 -0.1 0.1
C -3.511 3.448 -0.031 -0.1 0.0 0.0
C -2.872 4.083 -1.089 0.0 -0.1 0.0
C -1.782 3.467 -1.677 0.0 0.0 0.0
C -1.352 2.258 -1.166 0.0 0.0 -0.1
N -1.945 1.655 -0.123 0.1 0.2 -0.1
H -4.423 2.047 2.057 0.0 0.0 0.0
H -4.298 0.651 0.978 0.0 0.0 0.0
H -2.609 1.869 4.158 0.0 -0.1 0.0
H -1.991 2.655 2.709 -0.1 0.0 0.0
H -0.731 1.592 5.612 0.0 0.0 0.0
H 1.612 0.824 5.985 0.0 0.0 0.0
H 2.947 0.065 4.004 0.0 0.0 0.0
H 1.880 0.070 1.793 0.0 0.0 -0.1
H -4.401 -0.442 2.884 0.0 0.0 0.0
H -3.011 -0.579 3.964 0.0 0.0 0.0
H -3.392 -3.383 3.341 0.0 0.0 0.0
H -4.805 -4.418 1.641 0.0 0.0 0.0
H -4.988 -3.407 -0.663 0.0 0.0 0.0
H -3.490 -1.560 -1.276 0.0 0.0 0.0
H -4.382 3.883 0.440 0.0 0.0 0.0
H -3.228 5.039 -1.448 0.0 0.0 0.0
H -1.252 3.904 -2.511 0.0 0.0 0.0
H -0.503 1.752 -1.603 0.0 0.0 0.0
C 0.301 -1.102 -0.353 0.4 0.3 -0.6
Ge 1.692 -0.587 -1.624 0.0 0.0 0.1
C 1.357 -1.554 -3.285 0.2 0.0 0.0
C 0.725 -1.046 -4.417 -0.1 0.0 0.0
C 0.497 -1.848 -5.528 0.0 0.0 0.0
C 0.897 -3.175 -5.522 0.0 0.0 0.0
C 1.522 -3.700 -4.399 0.0 0.0 0.0
C 1.748 -2.894 -3.294 0.1 0.0 0.0
C 1.821 1.374 -1.817 0.1 -0.1 0.0
C 1.819 2.080 -3.018 -0.1 -0.1 -0.1
C 1.890 3.469 -3.039 0.0 0.0 0.0
C 1.967 4.184 -1.853 0.0 0.0 0.0
C 2.007 3.499 -0.645 0.0 0.0 0.0
C 1.948 2.114 -0.639 0.0 0.0 0.0
C 3.409 -1.151 -0.865 -0.1 0.0 0.0
C 3.470 -1.784 0.374 0.0 -0.1 0.0
C 4.691 -2.153 0.927 0.0 0.0 0.0
C 5.867 -1.889 0.243 0.0 0.0 0.0
C 5.821 -1.268 -0.999 0.0 0.0 0.0
C 4.600 -0.905 -1.547 0.0 0.1 0.0
H 0.260 -2.198 -0.382 -0.1 0.0 0.0
H 0.377 -0.021 -4.445 0.0 0.0 0.0
H 0.004 -1.434 -6.398 0.0 0.0 0.0
H 0.721 -3.800 -6.387 0.0 0.0 0.0
H 1.838 -4.735 -4.386 0.0 0.0 0.0
H 2.253 -3.318 -2.431 0.0 0.0 0.0
H 1.773 1.554 -3.963 0.0 0.0 0.0
H 1.897 3.992 -3.987 0.0 0.0 0.0
H 2.026 5.265 -1.871 0.0 0.0 0.0
H 2.103 4.044 0.286 0.0 0.0 0.0
H 2.025 1.598 0.307 0.0 -0.1 0.1
H 2.550 -2.020 0.900 0.0 0.0 0.0
H 4.723 -2.661 1.883 0.0 0.0 0.0
H 6.820 -2.178 0.668 0.0 0.0 0.0
H 6.737 -1.071 -1.540 0.0 0.0 0.0
H 4.580 -0.425 -2.520 0.0 0.0 0.0
C -1.233 -1.701 2.370 0.0 -0.1 0.3
H -0.929 -1.473 3.393 0.0 -0.1 0.0
H -0.836 -2.669 2.069 0.0 0.0 0.0
```
Forces are in eV/Å.

Properties
E_HOMO ... -0.357 Eh
Net charge ... +1
Energy relative to the best compared isomer or geometry (same formula, charge and spin) ... 0.00 kcal per mole



ORCA calculation (ωB97M-V/def2-TZVPD) on a molecular structure, C29H44BCl2CoO2S in a non-equilibrium geometry.

```
80
Properties=species:S:1:pos:R:3:forces:R:3
Co -0.699 -0.440 0.168 0.1 -0.1 0.4
C -1.322 -1.626 2.049 -0.2 1.7 1.0
C -1.622 -0.192 2.205 0.7 -1.2 -0.5
C -0.269 0.468 2.285 -2.4 0.2 0.2
C 0.625 -0.573 2.278 2.2 -0.2 0.4
C 0.050 -1.819 2.135 -0.2 -0.7 -0.1
C 0.761 -3.131 1.909 -2.6 -0.3 0.0
C -0.363 -4.230 1.799 0.7 -0.5 -0.2
C 1.708 -3.578 3.005 2.4 0.5 -3.5
C 1.440 -3.048 0.585 -0.4 0.4 -1.4
C 0.215 1.918 2.471 -1.1 -0.7 0.8
C -0.411 2.387 3.789 0.3 -0.2 0.0
C -0.214 2.800 1.301 1.9 -1.2 -0.2
C 1.724 1.985 2.638 0.0 1.4 0.7
C -3.110 0.153 2.431 -0.5 0.6 -0.9
C -3.479 1.496 1.727 0.1 -0.1 0.3
C -4.056 -0.911 1.768 -0.9 0.7 0.7
C -3.447 0.250 3.912 -0.2 0.6 -0.3
H -2.019 -2.435 2.132 -0.3 0.1 -0.4
H 1.676 -0.434 2.481 0.2 0.0 -0.4
H -1.065 -4.252 2.632 0.3 0.1 0.4
H 0.106 -5.233 1.738 -0.1 0.4 0.0
H -0.993 -4.107 0.916 0.3 0.1 -0.2
H 1.143 -4.087 3.675 -1.2 -1.0 2.9
H 2.384 -2.783 3.308 -0.3 0.1 0.7
H 2.379 -4.329 2.498 -0.5 0.4 0.7
H 0.760 -2.971 -0.298 0.2 0.0 0.8
H 1.980 -3.951 0.473 1.0 -0.9 -0.5
H 2.075 -2.178 0.519 0.5 0.2 0.0
H -1.454 2.543 3.597 -0.8 -0.3 0.4
H -0.051 3.374 4.027 0.5 0.5 0.4
H -0.198 1.656 4.616 -0.4 0.8 -0.7
H -1.235 2.865 1.145 -2.1 0.2 0.0
H 0.188 2.391 0.379 0.1 -0.1 -0.1
H 0.226 3.758 1.370 0.3 1.4 0.3
H 2.121 1.463 3.509 -0.4 0.1 0.4
H 2.034 3.074 2.710 -0.2 -1.2 -0.2
H 2.176 1.485 1.835 0.9 -0.2 -1.5
H -3.232 1.395 0.685 0.2 0.1 -0.5
H -2.939 2.338 2.133 0.5 0.1 0.2
H -4.514 1.863 1.774 -0.2 -0.8 0.2
H -3.977 -0.771 0.725 0.1 -0.1 -1.3
H -5.149 -0.760 1.976 0.9 0.4 0.3
H -3.898 -1.961 1.960 0.4 -0.2 0.4
H -2.656 0.742 4.473 0.2 -0.3 0.2
H -3.702 -0.747 4.276 0.1 0.2 0.4
H -4.290 0.949 3.948 -0.3 -0.5 0.5
Cl -2.850 1.767 -1.872 0.6 -0.5 -0.7
C -2.154 0.631 -3.061 -1.3 1.4 -1.2
C -2.075 1.105 -4.383 0.9 -1.0 -0.8
C -1.626 0.237 -5.437 0.0 1.4 0.6
C -1.306 -1.061 -5.082 -0.1 -1.2 0.2
C -1.499 -1.515 -3.781 0.3 0.4 0.4
Cl -0.966 -3.151 -3.404 -0.3 0.4 -0.3
C -1.995 -0.701 -2.732 0.6 -0.9 -0.2
S -2.386 -1.342 -1.179 -0.1 -0.3 0.2
H -2.319 2.138 -4.602 0.1 -0.1 0.1
H -1.422 0.616 -6.475 -0.5 -0.4 1.2
H -0.969 -1.862 -5.753 0.0 0.8 -0.1
C 3.999 0.194 -1.631 0.8 0.7 2.9
C 2.763 0.265 -2.398 -1.5 0.5 -2.1
C 3.108 -0.243 -3.802 -1.4 1.2 0.4
O 1.764 -0.523 -1.817 -0.6 -1.0 0.5
B 0.837 0.266 -1.101 0.5 -0.6 -0.4
O 1.160 1.569 -1.428 -0.9 1.6 1.2
C 2.086 1.690 -2.454 0.5 -1.5 -0.8
C 1.294 1.938 -3.763 -0.5 -0.9 1.6
C 3.133 2.728 -2.277 0.7 -0.1 -0.1
H 4.372 -0.785 -1.518 0.2 -1.5 -0.2
H 3.970 0.565 -0.586 -0.7 -0.1 -0.3
H 4.772 0.784 -2.022 1.2 0.8 -1.1
H 3.535 -1.189 -3.651 1.3 -1.2 -0.3
H 3.717 0.561 -4.230 0.3 -0.7 -0.4
H 2.220 -0.425 -4.409 0.0 0.3 0.0
H 0.797 0.957 -3.965 0.0 1.2 -0.3
H 1.944 2.264 -4.540 0.5 -0.1 -0.9
H 0.578 2.748 -3.567 0.0 -0.4 0.0
H 3.730 2.625 -1.363 0.2 -0.3 -0.5
H 2.686 3.669 -2.146 -0.7 1.6 -0.3
H 3.697 2.674 -3.238 0.2 0.5 1.0
```
Forces are in eV/Å.

Properties
E_HOMO (alpha / beta) ... -0.126 / -0.176 Eh
Net charge ... -1
Energy relative to the best compared isomer or geometry (same formula, charge and spin) ... 45.08 kcal per mole
Multiplicity ... 4
⟨S²⟩ ... 3.77



ORCA calculation (ωB97M-V/def2-TZVPD) on 7 unconnected molecules or ions with the total composition C20H41N4O19 in a non-equilibrium geometry.

```
84
Properties=species:S:1:pos:R:3:forces:R:3
N 0.599 1.339 6.083 -0.5 1.3 0.5
C -0.763 1.483 6.188 -2.9 -1.9 -0.7
N -1.543 0.261 5.751 -3.9 7.4 3.1
C -2.961 0.792 5.996 3.5 -1.6 0.1
O -4.029 -0.161 5.657 3.0 2.8 3.0
N -2.981 2.197 6.560 0.1 -4.8 -2.1
N -1.642 2.624 6.651 2.8 -3.6 -1.5
H 0.982 0.359 6.195 -0.7 1.7 -0.5
H 1.277 2.142 5.913 -1.4 -1.6 0.6
H -3.876 -0.987 6.236 0.0 1.4 -1.1
H -3.842 2.727 6.821 1.4 -0.4 -0.3
H -1.261 3.537 7.001 -1.2 -1.2 -0.5
C -5.828 -6.020 6.802 -0.5 0.0 0.4
O -4.743 -6.175 5.889 1.0 1.1 -0.2
C -3.930 -5.092 5.800 -0.1 -0.3 0.0
O -4.057 -4.047 6.417 0.2 -1.0 -0.7
O -2.950 -5.375 4.905 -0.9 0.2 0.8
C -2.013 -4.318 4.707 0.4 0.3 -0.1
H -6.412 -6.944 6.793 0.3 0.1 -0.2
H -5.457 -5.857 7.819 -0.1 0.1 -0.2
H -6.480 -5.197 6.490 0.2 -0.1 0.1
H -1.489 -4.088 5.641 -0.2 0.1 -0.1
H -2.512 -3.428 4.312 0.1 -0.1 0.2
H -1.275 -4.653 3.973 -0.3 -0.2 0.1
C -2.747 0.792 -1.293 0.5 0.0 -0.6
O -3.749 0.954 -0.292 0.1 -0.4 1.5
C -3.373 0.546 0.946 0.3 -0.1 -0.5
O -2.288 0.072 1.246 -1.5 0.6 -0.2
O -4.412 0.755 1.793 0.7 -0.1 -0.5
C -4.158 0.369 3.142 -0.3 -0.1 -0.1
H -3.156 1.151 -2.242 -0.1 0.0 0.4
H -1.861 1.389 -1.053 -0.1 -0.3 0.0
H -2.484 -0.264 -1.409 0.1 0.2 0.1
H -3.328 0.948 3.559 0.1 -0.2 -0.3
H -3.951 -0.705 3.203 0.1 0.3 0.0
H -5.055 0.580 3.729 0.1 0.0 -0.5
C 1.968 2.911 -4.074 -0.1 0.6 0.1
O 2.283 1.552 -4.372 -0.6 -1.0 0.4
C 1.413 0.651 -3.851 -0.2 0.2 0.1
O 0.427 0.911 -3.179 1.3 -0.4 -0.9
O 1.829 -0.590 -4.209 -0.3 1.2 0.4
C 1.002 -1.648 -3.727 -0.3 -0.5 0.2
H 2.729 3.544 -4.540 -0.1 -0.4 0.0
H 0.993 3.182 -4.492 0.1 -0.1 0.2
H 1.990 3.085 -2.994 -0.2 -0.1 -0.2
H -0.011 -1.560 -4.131 0.1 0.1 0.2
H 0.985 -1.657 -2.632 -0.1 0.1 -0.2
H 1.429 -2.594 -4.072 0.2 0.3 -0.1
C 3.444 -1.512 -6.381 -0.2 0.2 0.3
O 3.809 -2.291 -7.519 0.1 -1.2 -0.1
C 3.818 -3.630 -7.299 -0.1 0.0 0.3
O 3.548 -4.185 -6.245 0.3 0.7 -1.4
O 4.179 -4.244 -8.454 -0.3 0.6 0.9
C 4.232 -5.667 -8.370 0.0 -0.5 0.0
H 3.470 -0.458 -6.671 0.0 -0.3 -0.2
H 2.427 -1.755 -6.057 0.4 -0.1 -0.1
H 4.158 -1.662 -5.565 -0.2 -0.1 -0.1
H 3.246 -6.076 -8.126 0.2 0.1 0.1
H 4.977 -5.983 -7.634 -0.3 0.1 0.0
H 4.530 -6.052 -9.349 -0.1 0.4 0.1
C 6.351 -1.263 4.127 0.7 -0.2 -0.1
O 5.032 -0.766 4.348 -1.1 -0.1 -0.6
C 4.121 -1.171 3.427 0.6 -0.5 -0.6
O 4.343 -1.896 2.470 -0.5 1.2 1.6
O 2.921 -0.630 3.757 0.8 -0.2 0.1
C 1.859 -0.973 2.869 -0.4 -0.1 -0.4
H 6.995 -0.877 4.921 -0.4 0.1 -0.1
H 6.364 -2.357 4.174 0.0 0.2 -0.2
H 6.740 -0.911 3.166 -0.2 -0.2 0.1
H 1.693 -2.055 2.866 0.1 0.2 -0.1
H 2.069 -0.609 1.858 0.0 -0.2 0.2
H 0.948 -0.486 3.227 0.3 0.0 0.1
C 1.156 8.478 -3.925 0.4 0.0 0.3
O 0.065 8.538 -4.842 -0.5 -0.9 -0.4
C -0.377 7.327 -5.264 0.1 -0.3 0.0
O 0.073 6.242 -4.928 -0.6 1.4 -0.4
O -1.407 7.531 -6.124 0.9 0.0 0.8
C -1.976 6.334 -6.652 -0.2 -0.4 -0.2
H 1.427 9.502 -3.655 -0.3 -0.1 -0.2
H 0.864 7.948 -3.013 0.1 0.0 -0.2
H 2.025 8.002 -4.390 -0.2 -0.1 0.1
H -2.393 5.718 -5.849 0.2 0.0 -0.1
H -1.232 5.773 -7.226 -0.1 0.0 0.2
H -2.789 6.616 -7.326 0.2 0.2 0.2
```
Forces are in eV/Å.

Properties
E_HOMO ... -0.436 Eh
Net charge ... +1



ORCA calculation (ωB97M-V/def2-TZVPD) on a molecular structure, H2N3S4 in a non-equilibrium geometry.

```
9
Properties=species:S:1:pos:R:3:forces:R:3
N -1.701 -0.841 0.034 0.2 0.9 -0.3
N 1.868 0.475 -0.267 0.4 -1.2 -2.1
N -0.021 0.857 1.336 -1.6 -0.6 0.7
S -0.867 -0.582 -1.560 -0.8 0.0 1.2
S -1.535 0.427 1.239 1.2 -0.1 -0.3
S 0.853 -1.293 -1.133 1.2 1.7 0.7
S 1.483 0.916 1.206 0.1 0.5 -0.8
H -2.737 -0.914 -0.032 0.6 -0.2 -0.5
H 2.657 0.954 -0.824 -1.5 -1.1 1.4
```
Forces are in eV/Å.

Properties
E_HOMO ... -0.483 Eh
Net charge ... +1
Energy relative to the best compared isomer or geometry (same formula, charge and spin) ... 17.26 kcal per mole



ORCA calculation (ωB97M-V/def2-TZVPD) on a molecular structure, C9H24O9S3Sn in a non-equilibrium geometry.

```
46
Properties=species:S:1:pos:R:3:forces:R:3
Sn 0.212 3.016 1.240 -0.3 -2.6 -0.2
O -1.119 -1.945 -0.721 1.9 3.9 -0.1
S -0.438 -0.636 -0.925 -1.4 -2.5 -3.4
O -0.205 0.281 0.167 0.6 0.8 1.1
O 1.016 -0.921 -1.687 -2.8 0.4 3.2
C 0.963 -1.321 -3.032 0.4 1.7 -2.2
C 2.362 -1.603 -3.367 1.4 -0.8 -0.5
C -1.384 0.387 -2.239 0.8 -1.5 1.1
H 0.839 -0.385 -3.575 -0.8 0.1 -0.3
H 0.264 -2.025 -3.483 -0.4 -0.5 1.3
H 2.357 -1.975 -4.392 0.4 0.1 -0.1
H 2.841 -2.346 -2.729 -0.2 -0.2 -0.1
H 2.935 -0.681 -3.278 0.1 -0.1 -0.2
H -2.102 0.950 -1.642 -0.2 -0.3 -0.2
H -1.782 -0.421 -2.853 -0.5 0.4 0.0
H -0.780 1.052 -2.857 0.4 -0.2 0.4
O 4.481 0.644 1.837 -1.6 0.0 -1.0
S 3.588 0.459 0.715 5.5 -3.6 -1.5
O 2.486 1.311 0.474 -2.5 3.0 -0.3
O 4.544 0.430 -0.715 -3.6 3.0 3.3
C 5.812 -0.167 -0.731 0.3 -2.6 -0.5
C 5.488 -1.213 -1.763 1.2 -1.7 -0.9
C 2.897 -1.198 0.622 0.7 -0.5 1.3
H 6.100 -0.707 0.171 -0.3 0.5 0.5
H 6.663 0.446 -1.027 -0.6 0.6 0.1
H 4.707 -1.928 -1.504 -0.3 0.4 0.7
H 6.320 -1.910 -1.870 0.4 0.3 -0.6
H 5.167 -0.791 -2.715 0.5 0.1 0.0
H 2.610 -1.568 -0.363 -0.3 0.9 0.2
H 2.141 -1.196 1.406 -0.6 0.0 -0.4
H 3.577 -1.954 1.015 0.7 0.4 0.0
O -3.221 -0.315 3.241 0.4 -0.1 -1.5
S -3.319 1.085 3.008 -2.9 2.1 1.2
O -2.274 1.891 2.319 0.0 -0.6 -0.5
O -4.883 1.567 2.427 5.9 2.1 1.7
C -5.629 0.608 1.850 -3.3 -1.7 -0.9
C -6.800 1.348 1.109 0.2 -1.9 -0.3
C -3.477 1.801 4.614 0.0 -0.1 -0.6
H -6.017 0.013 2.678 -0.5 -0.4 -0.2
H -5.034 -0.093 1.264 -0.2 0.2 -0.6
H -7.542 1.833 1.743 0.7 0.5 0.3
H -7.420 0.563 0.674 0.1 -0.3 -0.2
H -6.461 1.933 0.254 0.1 0.3 0.4
H -3.973 2.769 4.545 0.6 0.1 0.0
H -2.416 1.765 4.861 -0.2 0.5 0.9
H -4.093 1.146 5.232 0.3 -0.1 -0.1
```
Forces are in eV/Å.

Properties
E_HOMO ... -0.583 Eh
Net charge ... +2
Energy relative to the best compared isomer or geometry (same formula, charge and spin) ... 106.56 kcal per mole